No. 1
ORCA calculation (ωB97M-V with the def2-TZVPD basis set) on a structure of composition C63H68MoN5O2PSe.

The geometry in XYZ format:
```
141
Properties=species:S:1:pos:R:3
Mo 0.273 -0.677 -1.194
C 3.380 -4.852 1.079
C 2.137 -4.357 1.442
C 1.383 -3.619 0.542
C 1.867 -3.345 -0.734
C 3.117 -3.853 -1.096
C 3.861 -4.600 -0.200
N 1.136 -2.548 -1.622
C 0.881 -2.978 -2.886
C 0.955 -4.299 -3.367
C 0.666 -4.564 -4.686
C 0.303 -3.546 -5.581
C 0.232 -2.243 -5.138
C 0.505 -1.975 -3.799
N 0.493 -0.705 -3.218
N 0.550 0.335 -4.002
C 0.737 1.478 -3.271
C 0.887 2.710 -3.918
C 1.156 3.821 -3.156
C 1.267 3.693 -1.770
C 1.085 2.451 -1.201
N 0.817 1.365 -1.933
H 3.968 -5.427 1.781
H 1.742 -4.549 2.432
H 0.401 -3.257 0.820
H 3.506 -3.636 -2.083
H 4.832 -4.974 -0.497
H 1.225 -5.099 -2.691
H 0.711 -5.587 -5.037
H 0.079 -3.783 -6.611
H -0.035 -1.429 -5.796
H 0.800 2.742 -4.992
H 1.281 4.787 -3.628
H 1.483 4.540 -1.137
H 1.132 2.313 -0.127
C -2.928 4.774 4.164
C -2.047 3.533 4.303
C -2.741 2.554 5.260
C -0.704 3.961 4.908
C -1.805 2.842 2.964
C -0.993 1.716 2.901
C -0.781 1.079 1.695
Se 0.304 -0.486 1.606
C 2.028 0.347 1.575
C 2.518 1.050 2.653
C 3.754 1.686 2.563
C 4.453 1.541 1.372
C 3.998 0.825 0.262
C 2.733 0.222 0.368
O 2.184 -0.468 -0.619
C 4.917 0.777 -0.970
C 6.265 0.176 -0.546
C 4.409 -0.051 -2.155
C 5.136 2.211 -1.474
C 4.271 2.498 3.747
C 4.374 1.594 4.983
C 5.649 3.102 3.478
C 3.290 3.642 4.038
C -1.377 1.488 0.482
O -1.228 0.761 -0.592
C -2.202 2.637 0.531
C -2.377 3.259 1.767
C -2.981 3.225 -0.658
C -4.483 3.077 -0.378
C -2.636 4.716 -0.801
C -2.701 2.574 -2.016
H -3.068 5.233 5.144
H -2.474 5.519 3.509
H -3.915 4.527 3.770
H -2.911 3.024 6.230
H -3.705 2.241 4.857
H -2.137 1.661 5.421
H -0.860 4.479 5.856
H -0.063 3.100 5.102
H -0.170 4.631 4.232
H -0.530 1.315 3.795
H 1.928 1.115 3.558
H 5.420 2.015 1.288
H 6.131 -0.847 -0.190
H 6.946 0.154 -1.399
H 6.743 0.749 0.248
H 4.208 -1.084 -1.880
H 3.497 0.361 -2.584
H 5.182 -0.041 -2.928
H 5.581 2.851 -0.712
H 5.802 2.205 -2.339
H 4.187 2.658 -1.778
H 5.063 0.769 4.800
H 4.738 2.164 5.840
H 3.406 1.169 5.250
H 6.397 2.332 3.289
H 5.632 3.782 2.625
H 5.971 3.673 4.350
H 2.292 3.267 4.262
H 3.631 4.226 4.895
H 3.210 4.308 3.178
H -3.028 4.121 1.792
H -4.779 3.584 0.541
H -5.063 3.502 -1.200
H -4.751 2.023 -0.283
H -2.882 5.291 0.091
H -1.570 4.841 -1.001
H -3.192 5.144 -1.637
H -2.962 1.519 -2.027
H -3.299 3.093 -2.769
H -1.653 2.664 -2.297
N -1.299 -1.692 -1.201
P -2.534 -2.622 -1.104
C -3.249 -2.603 0.554
C -3.760 -3.716 1.212
C -4.292 -3.579 2.487
C -4.317 -2.335 3.101
C -3.816 -1.219 2.442
C -3.287 -1.353 1.170
C -2.196 -4.348 -1.521
C -2.566 -4.880 -2.753
C -2.178 -6.166 -3.100
C -1.422 -6.926 -2.220
C -1.046 -6.399 -0.991
C -1.427 -5.114 -0.646
C -3.829 -2.069 -2.234
C -5.156 -2.454 -2.067
C -6.122 -2.009 -2.956
C -5.765 -1.178 -4.009
C -4.444 -0.786 -4.172
C -3.475 -1.229 -3.284
H -3.734 -4.690 0.739
H -4.682 -4.446 3.003
H -4.726 -2.235 4.098
H -3.831 -0.246 2.916
H -2.897 -0.493 0.641
H -3.149 -4.289 -3.448
H -2.464 -6.572 -4.061
H -1.120 -7.928 -2.494
H -0.447 -6.984 -0.307
H -1.112 -4.702 0.306
H -5.437 -3.091 -1.238
H -7.155 -2.303 -2.823
H -6.521 -0.828 -4.699
H -4.168 -0.130 -4.986
H -2.443 -0.913 -3.387
```

The expectation value of S² is 2.059. Its charge is 0. The value obtained for the energy relative to the best compared isomer or geometry (same formula, charge and spin) is 0.080 eV. As for the multiplicity: 3.

No. 2
ORCA calculation (ωB97M-V with the def2-TZVPD basis set) on a structure of composition C6H24FN12NiO6 at a distorted geometry.

The geometry in XYZ format:
```
50
Properties=species:S:1:pos:R:3
Ni 1.999 0.900 0.651
F 0.246 -0.070 0.414
C -3.219 1.341 0.040
O -4.419 1.620 -0.171
N -2.306 1.611 -0.820
N -2.726 0.704 1.028
H -2.638 2.007 -1.688
H -1.521 0.982 -0.730
H -1.762 0.418 1.122
H -3.321 0.218 1.684
C -1.736 -2.513 -1.852
O -2.001 -3.035 -2.947
N -0.619 -1.870 -1.794
N -2.528 -2.400 -0.883
H -0.291 -1.549 -0.894
H -0.007 -1.914 -2.596
H -2.127 -1.924 -0.088
H -3.125 -3.185 -0.666
C 0.351 3.690 1.199
O 1.001 2.676 1.137
N -0.796 3.894 0.546
N 0.746 4.716 1.928
H -1.382 4.712 0.630
H -1.078 3.178 -0.108
H 0.530 5.683 1.731
H 1.604 4.541 2.431
C 1.849 1.806 -2.395
O 2.056 1.535 -1.246
N 0.850 1.385 -3.135
N 2.600 2.433 -3.182
H 0.754 1.509 -4.132
H 0.183 0.757 -2.709
H 3.526 2.707 -2.886
H 2.393 2.210 -4.145
C -0.657 -2.601 3.107
O 0.463 -2.972 2.894
N -1.345 -3.006 4.140
N -1.257 -1.790 2.329
H -0.967 -3.742 4.721
H -2.298 -2.673 4.173
H -2.167 -1.455 2.610
H -0.838 -1.225 1.604
C 3.099 -1.938 -0.101
O 2.935 -0.724 0.052
N 2.666 -2.827 0.714
N 3.821 -2.480 -1.069
H 2.140 -2.443 1.485
H 2.775 -3.805 0.486
H 4.422 -3.256 -0.832
H 4.122 -1.833 -1.784
```

The expectation value of S² is 3.753. Its charge is 0. As for the multiplicity: 4. For the energy, the calculation gives -80540.09960 eV.